# 1
Formula: C66H53AuFGeP3Si
Source: the OMol25 dataset
Level of theory: ωB97M-V/def2-TZVPD

* energy relative to the best compared isomer or geometry (same formula, charge and spin): 0.00 kJ/mol
* LUMO: -6.823 eV
* net charge: +2

Each line ends with the Löwdin charge.
Element x y z (Å)
1 Au 0.230 0.831 0.930  0.457
2 Ge 2.493 1.847 2.675  0.900
3 P 2.313 -0.049 -0.264  1.013
4 P -0.616 0.101 2.962  0.931
5 P 0.188 3.014 -0.106  0.962
6 Si -2.658 -1.171 -0.927  1.065
7 F 3.951 2.215 3.601  -0.265
8 C -4.219 1.949 2.704  -0.056
9 C -0.405 -3.950 2.802  -0.066
10 C -3.944 1.749 -3.346  -0.049
11 C 0.544 2.921 -1.890  -0.367
12 C -2.960 -0.257 -2.438  -0.334
13 C -2.749 -0.749 -3.738  -0.076
14 C -3.734 1.252 -4.625  -0.021
15 C 6.144 0.365 -1.583  -0.054
16 C -1.318 4.023 0.052  -0.358
17 C 3.765 -1.965 3.647  -0.056
18 C -2.735 5.417 1.420  -0.067
19 C -3.131 0.011 -4.825  -0.053
20 C 2.559 6.197 0.682  -0.046
21 C 0.979 -3.289 -3.252  -0.072
22 C -4.699 -0.378 3.080  -0.077
23 C 2.898 -0.876 1.244  -0.401
24 C 2.957 -0.061 2.384  -0.283
25 C 0.983 2.578 -4.629  -0.056
26 C -1.546 4.727 1.234  -0.107
27 C 2.212 -1.273 -2.786  -0.075
28 C 3.433 4.404 2.021  -0.090
29 C -3.335 -0.648 3.157  -0.112
30 C -4.064 -4.488 0.818  -0.043
31 C -0.349 -1.622 3.451  -0.355
32 C 0.031 1.154 4.288  -0.379
33 C 0.837 2.779 6.392  -0.045
34 C -5.141 0.915 2.847  -0.062
35 C -3.100 -5.255 -1.264  -0.044
36 C 1.830 -1.335 -1.450  -0.365
37 C -0.616 -2.614 2.507  -0.135
38 C 3.506 5.713 1.567  -0.042
39 C -2.702 -3.967 -1.566  -0.094
40 C -2.863 1.683 2.783  -0.098
41 C -2.972 -2.924 -0.667  -0.318
42 C 3.851 0.666 -0.910  -0.353
43 C -3.647 -3.197 0.536  -0.100
44 C 0.986 -2.365 -1.027  -0.123
45 C 3.961 2.028 -1.160  -0.088
46 C 1.565 5.342 0.237  -0.112
47 C -3.709 5.408 0.429  -0.068
48 C -2.412 0.381 3.007  -0.389
49 C 1.377 3.793 -2.588  -0.079
50 C 3.400 -0.626 3.580  -0.097
51 C 0.587 -3.351 -1.919  -0.091
52 C -3.485 4.710 -0.749  -0.070
53 C -3.536 1.011 -2.247  -0.110
54 C -0.306 2.004 6.524  -0.049
55 C 3.280 -2.208 1.310  -0.085
56 C 2.432 3.522 1.597  -0.245
57 C 6.248 1.731 -1.833  -0.056
58 C -3.780 -5.512 -0.074  -0.027
59 C 4.954 -0.166 -1.119  -0.078
60 C 5.160 2.561 -1.620  -0.056
61 C 0.389 -3.326 4.984  -0.055
62 C 1.196 1.920 4.150  -0.255
63 C 1.777 -2.241 -3.686  -0.058
64 C -0.709 1.200 5.471  -0.092
65 C 0.102 -4.306 4.047  -0.059
66 C 3.706 -2.757 2.514  -0.053
67 C 0.160 1.695 -3.944  -0.069
68 C 1.580 2.730 5.221  -0.081
69 C 1.500 4.011 0.658  -0.395
70 C -2.295 4.019 -0.939  -0.093
71 C 0.165 -1.986 4.691  -0.064
72 C -0.047 1.863 -2.583  -0.133
73 C 1.596 3.618 -3.947  -0.049
74 H 2.588 7.225 0.342  0.118
75 H -2.973 -0.358 -5.829  0.122
76 H -4.043 1.837 -5.482  0.124
77 H 1.154 2.451 -5.691  0.114
78 H 4.177 4.065 2.728  0.097
79 H 2.859 -0.474 -3.128  0.111
80 H -4.558 2.964 2.535  0.107
81 H 2.254 4.298 -4.474  0.117
82 H -0.991 -2.335 1.528  0.061
83 H 4.300 6.356 1.926  0.118
84 H -2.299 -1.723 -3.892  0.106
85 H 0.000 -4.186 -1.563  0.097
86 H 3.117 2.678 -0.995  0.061
87 H 0.399 -1.230 5.430  0.107
88 H -2.894 5.976 2.334  0.116
89 H 5.241 3.625 -1.805  0.112
90 H -4.601 -4.696 1.734  0.121
91 H -3.855 -2.401 1.242  0.073
92 H 0.692 -2.428 0.018  0.080
93 H -0.626 -4.711 2.062  0.109
94 H -2.150 2.492 2.666  0.087
95 H 0.792 -3.602 5.950  0.116
96 H 6.997 -0.282 -1.744  0.115
97 H -2.198 -3.770 -2.503  0.096
98 H 4.885 -1.229 -0.915  0.112
99 H 0.680 -4.066 -3.945  0.112
100 H -6.201 1.124 2.795  0.113
101 H 0.276 -5.348 4.283  0.114
102 H 4.102 -2.383 4.588  0.116
103 H 3.240 -2.831 0.424  0.107
104 H -0.884 2.029 7.440  0.117
105 H -0.661 1.152 -2.044  0.061
106 H 3.469 -0.019 4.476  0.107
107 H 3.998 -3.799 2.559  0.115
108 H -4.232 4.726 -1.534  0.104
109 H -2.120 3.500 -1.875  0.086
110 H -2.567 -0.340 0.285  0.008
111 H -2.894 -6.063 -1.954  0.121
112 H -4.092 -6.524 0.154  0.123
113 H 2.485 3.321 5.147  0.105
114 H -0.789 4.749 2.011  0.113
115 H 0.813 5.720 -0.446  0.115
116 H 2.086 -2.186 -4.722  0.115
117 H -2.993 -1.654 3.372  0.102
118 H 1.875 4.607 -2.079  0.096
119 H 1.156 3.420 7.204  0.117
120 H -4.415 2.712 -3.207  0.112
121 H -5.417 -1.178 3.219  0.113
122 H -3.672 1.416 -1.248  0.099
123 H -4.632 5.956 0.569  0.113
124 H -0.310 0.869 -4.465  0.098
125 H 7.183 2.143 -2.190  0.114
126 H -1.614 0.609 5.569  0.116

***

# 2
Formula: C66H65CrIN9OS3
Source: the OMol25 dataset
Level of theory: ωB97M-V/def2-TZVPD

* energy relative to the best compared isomer or geometry (same formula, charge and spin): 130.89 kJ/mol
* LUMO (alpha / beta): -4.773 / -4.359 eV
* net charge: +2
* multiplicity: 4

Each line ends with the Löwdin spin population.
Element x y z (Å)
1 I -1.240 1.874 -6.052  0.000
2 Cr 0.808 -0.201 -0.786  2.899
3 S -1.975 1.761 -1.155  0.020
4 S -1.788 -2.251 -1.398  0.020
5 S -3.937 -0.263 -1.402  0.002
6 O 3.788 -2.296 2.978  0.000
7 N 0.830 -0.218 1.219  -0.017
8 N -3.121 -1.447 -0.832  0.007
9 N -3.223 1.005 -1.944  0.007
10 N 5.518 -1.405 1.768  0.000
11 N 5.510 -1.345 4.080  0.000
12 N 1.002 -0.108 -2.961  -0.001
13 N -0.427 -1.682 -1.373  0.006
14 N -0.726 1.020 -0.980  0.005
15 N 2.960 -0.672 -0.747  0.000
16 C -3.052 3.821 2.745  0.000
17 C -3.009 -4.124 0.318  0.001
18 C 5.057 0.281 -1.420  -0.001
19 C 3.195 2.556 1.103  0.000
20 C -2.661 4.836 -3.742  0.000
21 C 8.366 1.630 4.940  0.000
22 C 8.097 0.592 5.826  0.000
23 C -6.023 -1.691 -2.348  0.000
24 C 6.720 0.700 3.431  0.000
25 C -5.000 -0.837 -2.730  0.000
26 C -4.805 -0.490 -4.054  0.000
27 C -2.158 -2.986 -5.388  0.000
28 C -2.562 2.465 0.405  0.005
29 C 1.785 0.637 1.669  0.000
30 C 2.174 1.678 0.788  -0.001
31 C 9.360 2.696 5.271  0.000
32 C -5.064 0.216 -0.087  0.000
33 C 0.275 0.729 -3.698  0.003
34 C 3.687 3.575 0.117  0.000
35 C -1.681 2.333 1.462  0.001
36 C -6.728 1.163 1.889  0.000
37 C 1.602 -1.122 -3.600  0.003
38 C -6.059 1.124 -0.415  0.000
39 C -1.837 3.269 -2.140  0.002
40 C 0.076 0.565 -5.057  -0.001
41 C -6.870 -2.212 -3.309  0.000
42 C -0.784 4.114 -1.824  0.000
43 C -5.655 -1.020 -5.014  0.000
44 C 3.900 1.521 4.692  0.000
45 C -1.386 -1.074 1.681  0.001
46 C 7.174 -0.387 5.519  0.000
47 C -0.883 -4.685 -0.666  0.001
48 C -3.693 3.255 0.498  0.001
49 C 2.462 0.576 2.901  0.002
50 C 5.694 -0.250 -0.316  0.005
51 C -0.930 -5.933 -0.068  0.000
52 C 0.699 -0.480 -5.724  0.003
53 C 4.933 -0.989 0.595  0.000
54 C -3.282 -3.797 -5.429  0.000
55 C 3.781 2.499 2.367  -0.001
56 C 3.585 -1.219 0.294  0.006
57 C 4.853 -1.716 2.951  0.000
58 C -3.937 3.936 1.682  0.000
59 C -1.619 5.694 -3.424  0.000
60 C -5.745 0.238 2.200  0.000
61 C 1.488 -1.335 -4.962  0.000
62 C -4.904 -0.242 1.208  0.000
63 C -1.933 3.008 2.643  0.000
64 C 3.389 1.530 3.282  -0.001
65 C -3.505 -3.620 -3.045  0.000
66 C -2.017 -6.277 0.722  0.000
67 C -3.957 -4.108 -4.258  0.000
68 C -1.921 -3.791 -0.466  0.005
69 C -0.677 5.332 -2.473  0.000
70 C -2.374 -2.825 -3.014  0.001
71 C -6.898 1.595 0.581  0.000
72 C 3.698 0.077 -1.582  0.006
73 C 0.083 -0.946 3.601  -0.002
74 C 6.491 -0.359 4.306  0.000
75 C -6.675 -1.883 -4.643  0.000
76 C 0.101 -1.161 2.075  0.001
77 C -2.774 3.617 -3.092  0.000
78 C -3.053 -5.375 0.915  0.000
79 C -1.703 -2.500 -4.173  0.001
80 C 0.638 -2.572 1.790  0.001
81 C 7.649 1.671 3.752  0.000
82 H -0.035 -3.323 2.196  0.000
83 H -5.533 -0.742 -6.051  0.000
84 H 8.906 3.442 5.924  0.000
85 H 1.615 1.812 -0.149  0.003
86 H 7.795 2.495 3.070  0.000
87 H -1.626 -2.747 -6.296  0.000
88 H -0.128 -6.638 -0.227  0.000
89 H 4.944 1.811 4.754  0.000
90 H -0.068 3.810 -1.074  0.000
91 H -7.327 -2.300 -5.395  0.000
92 H -2.060 -7.253 1.181  0.000
93 H 9.704 3.198 4.370  0.000
94 H 6.130 0.817 2.535  0.000
95 H -1.897 -1.985 1.984  0.000
96 H -1.483 -0.938 0.612  0.001
97 H -4.130 -0.960 1.423  0.000
98 H 3.670 4.575 0.548  0.000
99 H 0.135 5.999 -2.229  0.000
100 H 6.966 -1.173 6.228  0.000
101 H 6.750 -0.097 -0.149  0.000
102 H 3.196 0.530 -2.427  0.001
103 H 3.775 0.542 5.148  0.000
104 H -0.798 1.726 1.322  0.000
105 H -4.009 0.190 -4.317  0.000
106 H -0.821 -1.890 -4.094  0.000
107 H -4.828 -4.744 -4.287  0.000
108 H -1.854 -0.227 2.181  0.000
109 H 2.196 -1.782 -2.984  0.001
110 H -6.144 -1.928 -1.302  0.000
111 H 3.004 -1.842 0.955  0.000
112 H -7.681 2.296 0.337  0.000
113 H 5.125 -1.758 4.919  0.000
114 H 2.270 -0.232 3.577  0.000
115 H 0.716 -2.711 0.712  0.001
116 H -3.629 -4.195 -6.370  0.000
117 H -3.901 -5.654 1.523  0.000
118 H -0.194 1.546 -3.169  0.000
119 H 10.217 2.274 5.791  0.000
120 H -3.572 2.929 -3.320  0.000
121 H -1.542 6.652 -3.915  0.000
122 H 4.522 3.235 2.641  0.000
123 H -3.221 4.386 3.648  0.000
124 H -0.001 0.105 3.858  0.000
125 H -0.055 -4.385 -1.289  0.000
126 H 3.098 3.577 -0.797  0.000
127 H 4.718 3.348 -0.155  0.000
128 H -4.801 4.579 1.767  0.000
129 H -6.172 1.452 -1.437  0.000
130 H 5.601 0.880 -2.135  0.000
131 H -1.239 2.914 3.463  0.000
132 H 6.496 -1.164 1.863  0.000
133 H 0.936 -1.382 4.106  0.000
134 H 0.569 -0.637 -6.782  0.000
135 H -3.386 5.114 -4.492  0.000
136 H -7.371 1.547 2.667  0.000
137 H -0.790 -1.454 4.003  0.000
138 H -5.631 -0.110 3.215  0.000
139 H -7.686 -2.856 -3.015  0.000
140 H 8.608 0.566 6.775  0.000
141 H 1.998 -2.166 -5.423  0.000
142 H 3.328 2.234 5.284  0.000
143 H -4.010 -3.863 -2.125  0.000
144 H 1.614 -2.702 2.252  0.000
145 H -4.354 3.361 -0.349  0.000
146 H -3.804 -3.407 0.453  0.000